Below is a 2-piece molecular cluster, C2H9N2 overall in a non-equilibrium geometry, with properties calculated with ωB97M-V with the def2-TZVPD basis set.

## Properties
- DFT total energy (eV) = -5197.7782
- ⟨S²⟩ = 0.753
- 2S+1 = 2
- HOMO-LUMO gap (spin up / spin down) (eV) = 5.556 / 10.182
- strongest force on any atom (eV Å⁻¹) = 1.87
- energy relative to the best compared isomer or geometry (same formula, charge and spin) (kcal per mole) = 12.0
- charge = 0
- lowest unoccupied orbital energy (spin up / spin down) (Eh) = 0.0386 / 0.0369

Geometry as XYZ:
```
13
C2H9N2 ωB97M-V with the def2-TZVPD basis set
C 4.60 -0.86 -0.73
H 3.66 -0.81 -0.20
H 4.42 -1.39 -1.67
H 5.11 0.01 -1.14
H 5.24 -1.43 -0.06
N -1.61 1.58 0.37
C -1.66 0.28 -0.12
N -2.21 -0.81 0.55
H -2.03 1.89 1.21
H -0.97 2.16 -0.12
H -1.16 0.02 -1.03
H -2.27 -1.69 0.08
H -2.75 -0.57 1.35
```

***

Below is C6H10N2 in the gas phase in a non-equilibrium geometry, with properties calculated with ωB97M-V with the def2-TZVPD basis set.

## Properties
- DFT total energy (eV) = -9357.0316
- 2S+1 = 1
- HOMO-LUMO gap (eV) = 9.078
- strongest force on any atom (eV Å⁻¹) = 8.12
- SMILES string = C1NC2(CC2)[C@@H]2N[C@@H]12
- energy relative to the best compared isomer or geometry (same formula, charge and spin) (kcal per mole) = 170.8
- charge = 0
- lowest unoccupied orbital energy (Eh) = 0.0376

Geometry as XYZ:
```
18
C6H10N2 ωB97M-V with the def2-TZVPD basis set
C 1.25 1.22 -0.05
N -0.21 1.41 0.12
C -0.75 0.12 -0.01
C -1.85 -0.52 0.87
C -2.07 -0.30 -0.66
C 0.50 -0.69 -0.52
N 1.69 -1.38 0.02
C 1.60 -0.17 0.44
H 1.49 1.58 -1.09
H 1.69 1.96 0.69
H -0.69 2.26 -0.32
H -2.44 -0.02 1.55
H -1.61 -1.50 1.27
H -1.98 -1.05 -1.42
H -2.64 0.50 -1.16
H 0.43 -0.47 -1.55
H 2.25 -1.27 -0.78
H 1.16 -0.18 1.39
```

***

Below is C4H5N in the gas phase in a non-equilibrium geometry, with properties calculated with ωB97M-V with the def2-TZVPD basis set.

## Properties
- DFT total energy (eV) = -5712.6991
- 2S+1 = 1
- HOMO-LUMO gap (spin up / spin down) (eV) = 7.733 / 8.933
- strongest force on any atom (eV Å⁻¹) = 3.35
- energy relative to the best compared isomer or geometry (same formula, charge and spin) (kcal per mole) = 141.8
- charge = 0
- lowest unoccupied orbital energy (spin up / spin down) (Eh) = -0.0146 / 0.0136

Geometry as XYZ:
```
10
C4H5N ωB97M-V with the def2-TZVPD basis set
C 1.37 0.24 0.99
C 0.65 -0.36 -1.54
C 0.10 0.20 1.25
C -0.55 -0.14 -1.06
N -0.91 0.05 0.21
H 1.79 0.06 -0.02
H 1.44 0.01 -2.14
H -0.33 0.29 2.27
H -1.42 -0.46 -1.64
H -1.79 -0.25 0.57
```

***

Below is Cl2H2N2S2 as an isolated structure in a non-equilibrium geometry, with properties calculated with ωB97M-V with the def2-TZVPD basis set.

## Properties
- DFT total energy (eV) = -49721.9939
- 2S+1 = 1
- HOMO-LUMO gap (spin up / spin down) (eV) = 7.350 / 7.601
- strongest force on any atom (eV Å⁻¹) = 2.17
- energy relative to the best compared isomer or geometry (same formula, charge and spin) (kcal per mole) = 77.2
- charge = 0
- lowest unoccupied orbital energy (spin up / spin down) (Eh) = -0.0314 / -0.0287

Geometry as XYZ:
```
8
Cl2H2N2S2 ωB97M-V with the def2-TZVPD basis set
N 1.21 1.95 0.67
N 2.22 -0.07 -1.08
S -0.12 1.78 -0.25
S 0.70 -0.45 -1.50
Cl 1.53 0.92 1.96
Cl 3.20 0.79 -2.08
H -0.68 0.62 0.04
H 0.43 -1.34 -0.43
```

***

Below is C28H32F3GeHgN2O5S as an isolated structure in a non-equilibrium geometry, with properties calculated with ωB97M-V with the def2-TZVPD basis set.

## Properties
- DFT total energy (eV) = -122448.5557
- ⟨S²⟩ = 0.758
- 2S+1 = 2
- HOMO-LUMO gap (spin up / spin down) (eV) = 8.493 / 6.519
- strongest force on any atom (eV Å⁻¹) = 2.39
- energy relative to the best compared isomer or geometry (same formula, charge and spin) (kcal per mole) = 37.2
- charge = 0
- lowest unoccupied orbital energy (spin up / spin down) (Eh) = 0.0125 / -0.0840

Geometry as XYZ:
```
73
C28H32F3GeHgN2O5S ωB97M-V with the def2-TZVPD basis set
Hg 0.23 0.03 0.13
F 2.73 1.42 2.15
C 3.13 2.26 1.18
F 2.63 3.46 1.47
F 4.46 2.36 1.27
S 2.49 1.64 -0.46
O 3.11 2.43 -1.47
O 2.79 0.23 -0.44
O 1.06 1.90 -0.28
Ge 1.48 -1.35 1.84
C 0.82 -3.23 1.58
C -0.32 -3.53 0.84
C -0.76 -4.83 0.74
C -0.08 -5.85 1.39
C 1.06 -5.56 2.12
C 1.51 -4.26 2.20
C 0.96 -0.74 3.67
C 1.93 -0.44 4.62
C 1.56 -0.07 5.90
C 0.22 0.02 6.23
C -0.76 -0.25 5.28
C -0.38 -0.62 4.00
H 2.99 -1.52 1.94
H -0.84 -2.72 0.34
H -1.65 -5.06 0.17
H -0.44 -6.87 1.33
H 1.60 -6.35 2.62
H 2.41 -4.02 2.76
H 2.97 -0.51 4.35
H 2.31 0.15 6.64
H -0.07 0.32 7.23
H -1.80 -0.16 5.55
H -1.13 -0.84 3.25
C 0.20 -1.11 -6.50
N 0.74 -0.64 -5.25
N 0.53 -1.38 -4.09
C 0.50 -0.53 -3.00
O 0.33 -0.94 -1.84
C 0.67 0.78 -3.53
C 0.78 0.67 -4.89
C 0.94 1.74 -5.91
C 0.80 -2.76 -4.04
C 0.14 -3.54 -3.10
C 0.45 -4.89 -3.01
C 1.39 -5.46 -3.85
C 2.04 -4.67 -4.78
C 1.76 -3.32 -4.87
H 0.08 -2.19 -6.45
H 0.87 -0.86 -7.31
H -0.78 -0.66 -6.69
H 0.73 1.68 -2.94
H 1.24 2.66 -5.42
H 0.00 1.91 -6.44
H 1.70 1.45 -6.63
H -0.58 -3.09 -2.45
H -0.05 -5.50 -2.26
H 1.61 -6.51 -3.78
H 2.79 -5.10 -5.43
H 2.30 -2.70 -5.58
C -2.08 2.09 1.60
C -2.47 1.10 0.49
C -3.92 0.63 0.70
C -2.36 1.80 -0.88
O -1.69 -0.05 0.54
H -2.79 2.91 1.64
H -1.08 2.50 1.39
H -2.06 1.58 2.56
H -4.61 1.47 0.63
H -4.02 0.17 1.68
H -4.17 -0.10 -0.05
H -3.13 2.56 -0.98
H -2.48 1.06 -1.68
H -1.38 2.27 -0.98
```

***

Below is a 2-piece molecular cluster, C2H10N2 overall in a non-equilibrium geometry, with properties calculated with ωB97M-V with the def2-TZVPD basis set.

## Properties
- DFT total energy (eV) = -5215.5447
- 2S+1 = 1
- HOMO-LUMO gap (eV) = 10.296
- strongest force on any atom (eV Å⁻¹) = 1.80
- SMILES string = CN.CN
- energy relative to the best compared isomer or geometry (same formula, charge and spin) (kcal per mole) = 18.6
- charge = 0
- lowest unoccupied orbital energy (Eh) = 0.0306

Geometry as XYZ:
```
14
C2H10N2 ωB97M-V with the def2-TZVPD basis set
C -2.65 0.16 -0.68
N -2.08 -1.03 -0.04
H -2.17 1.11 -0.39
H -3.65 0.27 -0.27
H -2.69 0.10 -1.76
H -1.11 -1.08 -0.30
H -2.09 -0.95 0.97
C 2.61 0.11 -0.29
N 2.10 0.77 0.98
H 3.48 -0.50 -0.07
H 2.81 0.93 -0.97
H 1.85 -0.52 -0.74
H 1.11 0.58 0.98
H 2.61 0.32 1.72
```

***

Below is C6H9N2P in the gas phase in a non-equilibrium geometry, with properties calculated with ωB97M-V with the def2-TZVPD basis set.

## Properties
- DFT total energy (eV) = -18630.7604
- 2S+1 = 1
- HOMO-LUMO gap (eV) = 7.257
- strongest force on any atom (eV Å⁻¹) = 3.07
- energy relative to the best compared isomer or geometry (same formula, charge and spin) (kcal per mole) = 125.4
- charge = 0
- lowest unoccupied orbital energy (Eh) = -0.0131

Geometry as XYZ:
```
18
C6H9N2P ωB97M-V with the def2-TZVPD basis set
C 0.94 1.04 -0.84
C -1.24 -0.76 0.89
C 1.53 0.40 0.38
C -0.08 -1.04 1.75
C 1.14 -1.02 0.86
C -1.06 1.27 -2.12
N -1.35 0.36 0.08
N -0.32 0.76 -0.99
P -2.40 -1.21 -0.22
H 2.56 0.50 0.26
H 1.28 0.93 1.34
H 0.08 -0.20 2.40
H -0.25 -2.00 2.18
H 0.79 -1.55 -0.07
H 1.99 -1.64 1.27
H -0.99 0.47 -2.83
H -2.13 1.51 -1.80
H -0.49 2.18 -2.54
```